Below is 2 unconnected molecules or ions with the total composition Cl2H2NPS in a non-equilibrium geometry, with properties calculated with ωB97M-V/def2-TZVPD.

```
! RIJCOSX wB97M-V def2-TZVPD def2/J DEFGRID3
* xyz 0 1
N 1.293 -0.814 -1.405
P 0.679 -0.178 -0.109
S -2.615 1.216 1.451
Cl 0.758 -1.524 1.456
Cl 1.812 1.376 0.277
H 0.968 -1.658 -1.826
H -2.895 1.583 0.155
*
```

The HOMO-LUMO gap (spin up / spin down) comes out at 0.29262 / 0.24741 Ha. The largest force on an atom comes out at 1.9 eV/Å. Its total energy is -46689.8962 eV. As for the energy above the lowest of the compared OMol25 structures with the same formula, charge and spin: 3.5870 eV.